[1]
A 12-piece molecular cluster, C21H66O21 overall at a distorted geometry, computed with ωB97M-V with the def2-TZVPD basis set.

Its SMILES is OCCO.OCCO.OCCO.OCCO.OCCO.OCCO.OCCO.OCCO.OCCO.CO.CO.CO. As for the max |F|: 0.034 hartree/bohr. The value obtained for the HOMO-LUMO gap is 9.0 eV. The calculation puts the total energy at -2419.5942 a.u. The calculation puts the highest occupied orbital energy at -0.3358 hartree. As for the energy above the lowest of the compared OMol25 structures with the same formula, charge and spin: 0.0 kJ/mol.

ORCA input file:
```
! RIJCOSX wB97M-V def2-TZVPD def2/J DEFGRID3
* xyz 0 1
C 3.787 -1.948 3.840
C 4.043 -1.103 5.050
O 4.684 0.096 4.712
O 2.789 -1.296 3.075
H 3.534 -2.990 4.095
H 4.678 -2.016 3.206
H 4.637 -1.675 5.761
H 3.063 -0.909 5.514
H 4.185 0.485 3.975
H 2.989 -1.414 2.135
C 1.505 2.296 1.485
C 1.524 1.855 2.938
O 2.717 2.181 3.621
O 1.299 3.726 1.328
H 0.741 1.731 0.935
H 2.468 2.077 1.027
H 1.419 0.755 2.978
H 0.627 2.156 3.504
H 2.735 3.121 3.824
H 0.368 3.953 1.361
C -2.897 4.167 -1.374
C -1.720 3.456 -1.968
O -1.464 2.236 -1.218
O -4.113 3.569 -1.878
H -2.897 5.208 -1.700
H -2.862 4.081 -0.286
H -0.841 4.110 -1.854
H -1.844 3.229 -3.031
H -0.643 1.820 -1.579
H -4.874 4.043 -1.530
C -6.523 -0.019 0.512
C -6.304 1.342 1.084
O -6.208 1.330 2.463
O -5.361 -0.788 0.513
H -6.903 0.111 -0.521
H -7.275 -0.552 1.081
H -7.182 1.946 0.848
H -5.401 1.795 0.652
H -5.427 0.780 2.741
H -4.623 -0.245 0.159
C 3.016 2.602 -1.903
C 2.995 2.340 -3.340
O 3.730 3.310 -4.012
O 2.238 3.756 -1.638
H 4.048 2.746 -1.543
H 2.620 1.720 -1.380
H 1.962 2.335 -3.696
H 3.474 1.373 -3.526
H 3.680 3.110 -4.950
H 2.196 3.897 -0.684
C 4.242 -3.874 -1.287
C 3.552 -3.922 0.025
O 4.105 -2.960 0.946
O 4.102 -2.598 -1.950
H 3.863 -4.674 -1.938
H 5.311 -4.061 -1.114
H 3.700 -4.946 0.385
H 2.491 -3.692 -0.016
H 5.049 -3.124 1.068
H 4.856 -2.546 -2.547
C -2.808 -3.858 1.395
C -3.238 -3.123 2.654
O -2.409 -1.968 2.858
O -1.453 -4.206 1.429
H -2.996 -3.195 0.541
H -3.435 -4.741 1.251
H -3.117 -3.767 3.533
H -4.262 -2.768 2.589
H -1.528 -2.271 3.100
H -0.978 -3.385 1.161
C -4.509 0.188 -2.884
C -3.335 -0.514 -2.228
O -3.085 0.005 -0.936
O -4.118 1.376 -3.599
H -5.204 0.449 -2.070
H -5.032 -0.475 -3.577
H -2.430 -0.411 -2.830
H -3.573 -1.572 -2.111
H -2.737 0.935 -1.047
H -3.941 2.073 -2.928
C 0.521 -1.158 -1.709
C 0.368 -1.207 -0.205
O -0.835 -1.823 0.202
O 0.393 0.193 -2.181
H -0.238 -1.802 -2.165
H 1.504 -1.552 -1.991
H 0.451 -0.188 0.184
H 1.200 -1.761 0.234
H -1.572 -1.199 0.004
H 0.858 0.192 -3.036
C 4.868 0.142 0.455
O 3.554 -0.274 0.008
H 4.704 0.519 1.469
H 5.550 -0.711 0.477
H 5.307 0.919 -0.175
H 3.627 -1.156 -0.375
C 2.399 -1.350 -4.655
O 1.505 -0.212 -4.894
H 2.807 -1.724 -5.597
H 3.164 -1.098 -3.932
H 1.816 -2.172 -4.209
H 1.003 -0.438 -5.682
C -3.019 1.255 2.704
O -3.756 0.367 3.525
H -3.327 2.285 2.871
H -1.940 1.234 2.956
H -3.087 0.980 1.641
H -3.296 -0.524 3.400
*
```

[2]
C21H68KO25S as an isolated structure at a distorted geometry, computed with ωB97M-V with the def2-TZVPD basis set.

As for the max |F|: 0.084 hartree/bohr. The value obtained for the HOMO-LUMO gap is 6.1 eV. The calculation puts the total energy at -3720.0000 a.u. The calculation puts the highest occupied orbital energy at -0.1754 hartree. As for the energy above the lowest of the compared OMol25 structures with the same formula, charge and spin: 184.2 kJ/mol.

ORCA input file:
```
! RIJCOSX wB97M-V def2-TZVPD def2/J DEFGRID3
* xyz -1 1
K -0.011 0.396 -0.208
S 4.734 -1.895 0.576
O 4.074 -0.959 1.479
O 4.217 -1.690 -0.773
O 6.150 -1.579 0.616
O 4.518 -3.269 0.952
C -2.227 5.510 -1.346
O -2.368 4.486 -2.267
H -2.398 5.076 -0.361
H -1.323 6.112 -1.436
H -3.115 6.121 -1.513
H -1.570 3.953 -2.307
C 1.245 -2.313 -4.767
O 2.579 -2.534 -5.029
H 1.001 -3.074 -4.026
H 1.057 -1.293 -4.432
H 0.709 -2.518 -5.694
H 3.000 -2.757 -4.195
C 0.820 4.023 -1.773
O 0.001 3.037 -2.380
H 1.873 3.822 -1.970
H 0.616 5.023 -2.157
H 0.579 4.091 -0.712
H 0.347 2.957 -3.272
C 0.617 -3.159 -0.579
O 0.304 -2.198 -1.559
H -0.239 -3.496 0.005
H 1.138 -4.049 -0.932
H 1.296 -2.744 0.166
H 1.096 -1.774 -1.896
C -0.842 0.117 -5.928
O -1.715 0.904 -6.706
H -1.134 0.100 -4.878
H -0.785 -0.881 -6.363
H 0.142 0.577 -6.010
H -2.145 1.530 -6.119
C -2.214 -1.844 1.800
C -3.493 -1.132 2.178
O -3.540 -1.060 3.567
O -1.078 -1.060 2.141
H -2.178 -2.082 0.737
H -2.194 -2.800 2.323
H -4.289 -1.803 1.856
H -3.580 -0.124 1.770
H -3.105 -0.235 3.792
H -0.246 -1.515 2.288
C 4.031 2.326 2.213
C 2.600 2.168 1.704
O 2.499 1.198 0.708
O 4.527 1.249 2.966
H 4.204 3.263 2.741
H 4.664 2.417 1.330
H 2.395 3.134 1.243
H 1.986 1.942 2.576
H 3.004 0.450 1.037
H 4.610 0.507 2.362
C 0.216 1.518 6.341
C 1.164 0.839 5.353
O 0.449 0.498 4.200
O -1.000 0.739 6.628
H -0.044 2.504 5.955
H 0.746 1.588 7.291
H 1.494 -0.128 5.732
H 2.025 1.424 5.031
H 0.963 0.001 3.559
H -1.616 0.886 5.906
C 2.110 -2.301 3.534
C 0.933 -3.236 3.896
O 0.418 -3.893 2.781
O 1.672 -1.337 2.551
H 2.870 -2.930 3.072
H 2.350 -1.864 4.503
H 0.138 -2.648 4.354
H 1.267 -4.022 4.574
H 1.168 -4.204 2.269
H 2.452 -1.069 2.060
C -2.381 -2.995 -3.106
C -2.051 -4.502 -3.220
O -1.198 -4.786 -4.318
O -2.896 -2.498 -1.863
H -3.109 -2.778 -3.888
H -1.503 -2.374 -3.284
H -2.922 -5.154 -3.152
H -1.490 -4.736 -2.316
H -0.894 -5.696 -4.284
H -3.684 -2.979 -1.601
C 2.698 0.671 -2.558
C 3.945 0.430 -3.426
O 5.048 -0.042 -2.638
O 2.304 -0.484 -1.827
H 1.806 0.874 -3.152
H 2.895 1.534 -1.922
H 4.000 1.280 -4.106
H 3.688 -0.363 -4.128
H 4.796 -0.660 -1.949
H 3.097 -0.871 -1.448
C -3.653 1.233 -1.893
C -4.973 0.799 -1.207
O -5.221 -0.606 -1.416
O -2.576 0.401 -1.452
H -3.332 2.252 -1.679
H -3.686 1.220 -2.983
H -5.805 1.347 -1.649
H -4.862 0.881 -0.126
H -5.629 -0.692 -2.281
H -2.837 -0.515 -1.570
C -2.292 2.662 3.892
C -2.340 2.917 2.349
O -0.992 3.006 1.887
O -2.176 1.241 4.099
H -3.268 3.029 4.208
H -1.573 3.243 4.469
H -2.871 3.851 2.166
H -2.858 2.063 1.913
H -0.584 3.752 2.334
H -1.246 1.028 3.996
*
```

[3]
A 12-piece molecular cluster, C21H69N21O12 overall at a distorted geometry, computed with ωB97M-V with the def2-TZVPD basis set.

Its SMILES is COC[C@H](C)N.COC[C@H](C)N.COC[C@H](C)N.NC(N)=O.NC(N)=O.NC(N)=O.NC(N)=O.NC(N)=O.NC(N)=O.NC(N)=O.NC(N)=O.NC(N)=O. As for the max |F|: 0.050 hartree/bohr. The value obtained for the HOMO-LUMO gap is 8.5 eV. The calculation puts the total energy at -2894.6151 a.u. The calculation puts the highest occupied orbital energy at -0.3136 hartree. As for the energy above the lowest of the compared OMol25 structures with the same formula, charge and spin: 64.5 kJ/mol.

ORCA input file:
```
! RIJCOSX wB97M-V def2-TZVPD def2/J DEFGRID3
* xyz 0 1
C 4.023 -3.340 -2.400
O 2.806 -3.256 -2.426
N 4.904 -2.593 -3.109
N 4.709 -4.334 -1.706
H 5.897 -2.612 -3.008
H 4.483 -1.747 -3.465
H 4.321 -4.953 -1.019
H 5.698 -4.192 -1.685
C -4.789 -1.158 2.300
O -5.567 -0.941 1.378
N -5.051 -2.004 3.332
N -3.595 -0.512 2.388
H -4.527 -1.975 4.182
H -5.909 -2.500 3.147
H -3.620 0.361 1.876
H -2.927 -0.733 3.103
C 0.440 6.019 -0.663
O -0.695 6.448 -0.410
N 1.422 6.784 -1.190
N 0.782 4.706 -0.589
H 1.222 7.761 -1.303
H 2.307 6.366 -1.411
H 0.165 4.039 -0.150
H 1.777 4.509 -0.624
C -2.392 3.282 0.709
O -2.559 2.106 1.070
N -1.376 4.046 1.181
N -3.023 3.864 -0.331
H -1.243 4.971 0.791
H -0.738 3.618 1.846
H -3.003 4.864 -0.439
H -3.755 3.341 -0.785
C 0.836 -0.126 -4.001
O 0.966 1.068 -4.297
N 1.843 -0.882 -3.545
N -0.300 -0.858 -4.170
H 2.744 -0.484 -3.366
H 1.674 -1.842 -3.302
H -0.223 -1.858 -4.205
H -1.166 -0.455 -4.483
C -2.169 4.555 -3.882
O -3.097 4.135 -4.583
N -1.112 3.825 -3.432
N -2.086 5.858 -3.532
H -0.977 2.891 -3.793
H -0.468 4.171 -2.744
H -1.505 6.144 -2.761
H -2.918 6.396 -3.714
C -3.459 0.525 -3.757
O -3.612 -0.701 -3.826
N -3.707 1.381 -4.789
N -3.111 1.248 -2.677
H -4.073 1.128 -5.685
H -3.492 2.339 -4.526
H -2.973 2.239 -2.659
H -2.761 0.730 -1.870
C -0.351 2.478 3.846
O 0.385 2.569 2.863
N -0.033 2.991 5.061
N -1.568 1.854 3.860
H -0.506 2.599 5.853
H 0.797 3.532 5.223
H -1.923 1.607 2.942
H -2.136 2.046 4.661
C 4.003 3.079 0.592
O 3.676 4.095 -0.042
N 3.201 2.473 1.491
N 5.189 2.466 0.433
H 2.201 2.556 1.422
H 3.559 1.741 2.100
H 5.741 2.849 -0.318
H 5.402 1.568 0.811
C 0.133 1.161 -0.484
C -0.404 -0.295 -0.394
C 0.125 -0.888 0.914
O -0.143 -2.273 1.192
C 0.642 -3.116 0.338
N -1.867 -0.269 -0.376
H 1.186 1.130 -0.763
H -0.144 1.613 0.471
H -0.374 1.718 -1.274
H -0.106 -0.709 -1.361
H -0.195 -0.350 1.811
H 1.201 -0.685 0.998
H 0.467 -4.126 0.708
H 1.724 -2.960 0.287
H 0.313 -3.066 -0.703
H -2.247 -1.181 -0.141
H -2.100 0.330 0.407
C 4.762 -1.187 0.771
C 4.065 -0.993 2.118
C 3.948 -2.290 2.978
O 5.217 -2.753 3.390
C 5.378 -2.741 4.831
N 4.602 0.106 2.960
H 5.024 -0.266 0.253
H 4.206 -1.851 0.111
H 5.769 -1.609 0.870
H 3.041 -0.656 1.944
H 3.437 -3.087 2.423
H 3.188 -2.179 3.760
H 4.543 -3.283 5.278
H 5.314 -1.719 5.212
H 6.338 -3.175 5.090
H 5.617 0.165 2.861
H 4.582 -0.381 3.853
C -3.245 -5.009 1.999
C -3.762 -5.284 0.599
C -3.151 -4.291 -0.391
O -3.581 -4.618 -1.692
C -4.288 -3.603 -2.412
N -3.217 -6.646 0.283
H -3.742 -4.157 2.472
H -2.176 -4.800 1.967
H -3.557 -5.764 2.723
H -4.847 -5.356 0.535
H -2.070 -4.172 -0.295
H -3.565 -3.314 -0.098
H -4.686 -3.972 -3.352
H -3.566 -2.791 -2.483
H -5.154 -3.272 -1.828
H -2.245 -6.529 0.574
H -3.069 -6.725 -0.722
*
```

[4]
A 14-piece molecular cluster, C21H70BN3O19PS overall at a distorted geometry, computed with ωB97M-V with the def2-TZVPD basis set.

As for the max |F|: 0.081 hartree/bohr. The value obtained for the HOMO-LUMO gap is 7.9 eV. The calculation puts the total energy at -3200.0210 a.u. The calculation puts the highest occupied orbital energy at -0.4239 hartree.

ORCA input file:
```
! RIJCOSX wB97M-V def2-TZVPD def2/J DEFGRID3
* xyz 1 1
C 2.779 -1.802 2.498
O 3.987 -1.807 1.721
C 3.620 -1.193 0.459
C 4.605 -0.064 0.037
C 4.434 1.288 0.817
C 2.968 1.834 0.873
C 2.269 1.948 -0.512
N 0.791 2.067 -0.496
N 0.242 2.050 -1.726
C -1.067 2.163 -1.606
N -1.311 2.259 -0.226
P -2.937 2.389 0.452
O -3.033 3.429 1.691
O -3.950 2.955 -0.721
S -3.588 0.627 0.923
C -0.111 2.226 0.479
O 0.165 2.311 1.812
B -0.418 1.206 2.542
O -0.159 -0.127 2.276
O -1.261 1.501 3.598
H 2.957 -2.220 3.518
H 2.465 -0.736 2.625
H 1.964 -2.405 2.034
H 3.713 -2.007 -0.339
H 2.546 -0.893 0.470
H 5.658 -0.427 0.104
H 4.380 0.157 -1.040
H 5.167 2.012 0.389
H 4.734 1.088 1.877
H 3.022 2.866 1.309
H 2.383 1.234 1.602
H 2.504 1.044 -1.126
H 2.654 2.808 -1.113
H -1.845 2.200 -2.382
H -3.636 2.987 2.341
H -4.298 2.170 -1.189
H 0.207 -0.509 3.101
H -1.523 2.437 3.596
C 5.196 -4.799 0.637
O 5.129 -5.523 -0.581
H 4.356 -4.108 0.685
H 5.143 -5.492 1.483
H 6.132 -4.236 0.677
H 5.883 -6.127 -0.599
C 0.412 5.715 1.600
O -0.449 5.758 0.487
H 1.188 6.468 1.483
H -0.150 5.919 2.515
H 0.865 4.721 1.649
H -1.109 5.078 0.642
C -5.331 -2.950 0.673
O -4.954 -2.775 2.037
H -6.218 -3.578 0.630
H -5.556 -1.976 0.225
H -4.521 -3.434 0.127
H -4.169 -2.219 2.045
C -3.555 7.636 -0.639
O -2.321 8.061 -1.207
H -4.294 8.422 -0.777
H -3.900 6.729 -1.136
H -3.421 7.448 0.431
H -1.682 7.352 -1.072
C 7.261 -7.550 -3.564
O 6.605 -7.470 -2.302
H 8.304 -7.271 -3.430
H 7.207 -8.571 -3.948
H 6.793 -6.862 -4.272
H 5.685 -7.720 -2.443
C -3.243 -5.871 -2.119
O -4.129 -5.519 -1.063
H -3.466 -5.246 -2.982
H -2.207 -5.704 -1.811
H -3.382 -6.920 -2.390
H -3.916 -6.083 -0.312
C 2.030 -6.495 2.005
O 2.420 -6.341 3.364
H 1.139 -7.118 1.968
H 1.805 -5.515 1.572
H 2.832 -6.977 1.442
H 3.208 -5.788 3.376
C -6.870 5.742 -2.071
O -5.637 6.159 -2.649
H -7.602 6.534 -2.210
H -7.225 4.833 -2.562
H -6.738 5.557 -1.001
H -5.005 5.445 -2.514
C -6.520 4.028 3.755
O -5.287 4.158 3.043
H -6.380 3.318 4.566
H -6.813 4.995 4.168
H -7.300 3.661 3.085
H -5.433 4.790 2.331
C 1.994 -3.932 -2.134
O 3.215 -3.365 -2.588
H 1.208 -3.180 -2.199
H 1.727 -4.786 -2.762
H 2.103 -4.252 -1.094
H 3.891 -4.054 -2.518
C 5.275 -1.695 -5.140
O 4.834 -2.935 -4.608
H 6.344 -1.761 -5.338
H 4.750 -1.479 -6.074
H 5.091 -0.892 -4.419
H 3.889 -2.857 -4.438
C -2.499 -1.184 5.977
O -1.264 -1.050 5.279
H -2.380 -1.941 6.749
H -2.769 -0.233 6.443
H -3.287 -1.496 5.287
H -1.389 -0.378 4.602
C -2.328 5.402 -4.417
O -1.165 4.950 -3.728
H -2.253 5.111 -5.462
H -3.218 4.944 -3.976
H -2.396 6.489 -4.349
H -1.260 5.223 -2.809
*
```